w) C7H7NO | ωB97M-V/def2-TZVPD

CARTESIAN COORDINATES (ANGSTROEM)
O  -0.1522  -3.4761  1.5316
N  -0.7809  -3.0338  0.6047
C  0.5930  1.4426  -1.3298
C  -0.1098  2.2771  -0.4182
C  -0.3919  1.8374  0.8460
C  1.0915  0.2157  -0.8782
C  -0.0036  0.5355  1.2098
C  0.8342  -0.2009  0.4311
C  -1.3701  -2.7028  -0.3392
H  1.6559  -0.4338  -1.5472
H  -1.4724  -2.7545  -1.3816
H  1.2625  -1.1133  0.7683
H  -0.5890  3.1351  -0.8988
H  -0.2705  0.2449  2.1916
H  -1.0483  2.3333  1.5648
H  0.7516  1.6936  -2.3550

Results
LUMO level: 0.892 eV
HOMO: -9.36 eV
Orbital gap: 10.25 eV
Charge: 0



x) C7H7NO | ωB97M-V/def2-TZVPD

CARTESIAN COORDINATES (ANGSTROEM)
O  2.9692  0.9147  -0.4303
N  1.0617  0.6729  0.9533
C  1.6134  -1.1089  0.0379
C  -0.5631  2.3912  -0.3523
C  0.4053  -0.6961  0.8652
C  -0.8825  -0.3712  0.2219
C  -1.1379  1.0842  0.3081
C  0.1095  1.6111  0.6667
C  2.1110  0.2970  0.1162
H  2.2734  -1.7286  0.6516
H  0.3142  -1.2391  1.8944
H  1.5606  -1.6317  -1.0054
H  -1.2059  3.1726  0.0307
H  0.0127  2.6511  -1.2336
H  -0.7413  -0.4528  -0.9192
H  -1.7164  -1.0098  0.7469

Results
LUMO level (alpha / beta): 0.824 / 0.824 eV
HOMO (alpha / beta): -8.32 / -8.32 eV
Orbital gap (alpha / beta): 9.14 / 9.14 eV
Charge: 0



y) C7H7NO | ωB97M-V/def2-TZVPD

CARTESIAN COORDINATES (ANGSTROEM)
O  1.5168  -1.4383  2.4744
N  -1.2896  -0.1726  3.9290
C  0.0513  0.1813  1.1346
C  0.5649  -0.5445  2.3509
C  -0.2051  0.9990  -1.8669
C  0.8510  -0.0718  0.0457
C  -0.7300  -0.3183  -1.9167
C  -0.2854  -0.3443  3.4084
C  0.7016  0.0030  -1.3670
H  1.5706  0.0193  -1.9001
H  -0.9534  -1.1043  -2.8464
H  1.9083  -0.2760  0.3637
H  -1.3967  -0.5166  -1.2122
H  -0.9602  1.7368  -1.2434
H  -0.1344  1.6121  -2.9580
H  -1.2097  0.2352  1.6039

Results
LUMO level: -1.065 eV
HOMO: -9.88 eV
Orbital gap: 8.82 eV
Charge: 0



z) C7H7NO | ωB97M-V/def2-TZVPD

CARTESIAN COORDINATES (ANGSTROEM)
O  1.0609  0.5138  1.1379
N  0.1453  -0.9060  -1.1866
C  -1.7286  -1.1248  0.2989
C  -2.1855  0.1554  0.1106
C  -0.2304  -1.3920  0.1138
C  -2.4627  1.2968  -0.1937
C  1.3556  0.9968  -0.1629
C  0.7374  -0.7798  1.2160
C  0.8130  0.1520  -1.2819
H  -2.7755  2.2719  -0.4108
H  2.4471  1.0708  -0.2611
H  1.0542  0.5154  -2.2733
H  -2.3116  -1.8459  0.8428
H  -0.0814  -2.4772  0.1103
H  0.9386  2.0087  -0.2207
H  0.5189  -1.0540  2.2453

Results
LUMO level (alpha / beta): -0.563 / 0.485 eV
HOMO (alpha / beta): -7.58 / -8.04 eV
Orbital gap (alpha / beta): 7.02 / 8.52 eV
Charge: 0



Most favorable first, least favorable last: w), x), z), y)